Density functional theory data (ωB97M-V/def2-TZVPD) for the ion C6H4Cl3N2 with charge +1 in a non-equilibrium geometry.

Summary:
SMILES = N#[N+]\C(Cl)=C/C(Cl)=C\C=C\Cl
molar mass = 210.47 g mol⁻¹
HOMO level = -13.099 eV
total charge = +1
E_LUMO = -0.215 Eh
energy above the lowest of the compared OMol25 structures with the same formula, charge and spin = 4.1687 eV

CARTESIAN COORDINATES (ANGSTROEM)
Cl (-2.96, -2.22, -0.30)
Cl (1.79, 2.45, -0.19)
Cl (3.49, -2.61, -0.24)
N (-0.04, -2.10, 0.59)
N (1.04, -1.98, 0.30)
C (-0.14, 0.66, 0.28)
C (-1.61, -1.32, -0.60)
C (-1.18, -0.25, 0.24)
C (2.23, -1.49, -0.04)
C (1.19, 0.83, -0.04)
C (2.32, -0.08, -0.13)
H (-0.51, 1.56, 0.62)
H (3.24, 0.36, -0.39)
H (-1.31, -1.31, -1.57)
H (-1.92, 0.01, 1.11)

Atomic partial charges in e from the Löwdin method, atoms 1 to 4: 0.8186, 0.7685, 0.8163, 0.2860

---

Density functional theory data (ωB97M-V/def2-TZVPD) for a structure of composition C39H36ClIIrNO2P2 in a non-equilibrium geometry.

Summary:
molar mass = 967.24 g mol⁻¹
HOMO level (alpha / beta) = -16.394 / -16.475 eV
⟨S²⟩ = 0.775
multiplicity = 2
total charge = +3
E_LUMO (alpha / beta) = -0.377 / -0.401 Eh
energy above the lowest of the compared OMol25 structures with the same formula, charge and spin = 2.2601 eV

CARTESIAN COORDINATES (ANGSTROEM)
Ir (0.52, -0.04, -0.57)
I (1.04, -0.70, 4.78)
Cl (6.49, -0.02, 3.34)
P (-1.03, 1.67, 0.38)
P (-1.11, -1.60, 0.35)
O (0.50, -0.11, -2.82)
O (0.95, -0.24, 1.67)
N (2.80, 0.06, -0.22)
C (4.88, -0.10, 2.83)
C (-0.27, 2.52, 2.98)
C (-1.96, 3.05, -0.31)
C (-3.48, 5.19, -1.22)
C (1.31, 2.82, 1.17)
C (-1.87, -0.66, 1.73)
C (-3.80, -2.20, -0.26)
C (0.93, -3.33, 1.12)
C (-2.34, 0.69, 1.23)
C (-3.09, 2.82, -1.10)
C (5.08, 0.24, -0.90)
C (-2.35, 5.42, -0.45)
C (1.13, -1.06, -3.72)
C (-4.77, -2.74, -1.09)
C (1.44, -4.45, 1.76)
C (2.23, 3.36, 2.05)
C (-4.42, -3.25, -2.34)
C (-0.81, -5.16, 2.28)
C (-0.44, -3.11, 1.10)
C (0.05, 2.40, 1.63)
C (5.51, 0.16, 0.40)
C (3.21, -0.03, 1.06)
C (3.71, 0.19, -1.17)
C (2.55, -0.36, 3.40)
C (-1.32, -4.04, 1.65)
C (1.90, 3.47, 3.40)
C (-2.47, -2.16, -0.69)
C (0.57, -5.37, 2.33)
C (-0.23, 0.41, -5.01)
C (-2.14, -2.64, -1.96)
C (0.66, 3.05, 3.86)
C (-0.19, 0.93, -3.58)
C (3.88, -0.30, 3.78)
C (4.56, 0.03, 1.43)
C (-3.11, -3.18, -2.78)
C (2.16, -0.21, 2.03)
C (1.08, -0.39, -5.09)
C (-1.57, 4.36, -0.02)
C (-3.86, 3.89, -1.53)
H (-3.14, 0.57, 0.50)
H (-2.70, -1.22, 2.16)
H (5.78, 0.32, -1.72)
H (4.15, -0.42, 4.82)
H (-0.68, 4.56, 0.57)
H (-1.48, -5.88, 2.73)
H (1.60, -2.62, 0.65)
H (0.54, -1.98, -3.72)
H (1.93, 0.28, -5.22)
H (3.36, 0.28, -2.19)
H (-5.80, -2.78, -0.76)
H (-1.10, -2.60, -2.28)
H (-5.18, -3.71, -2.96)
H (-4.09, -1.83, 0.71)
H (-1.25, 2.23, 3.35)
H (6.57, 0.18, 0.64)
H (-2.07, 6.43, -0.17)
H (-3.38, 1.81, -1.38)
H (3.19, 3.70, 1.69)
H (0.41, 3.14, 4.90)
H (1.08, -1.12, -5.89)
H (-0.27, 1.22, -5.73)
H (-4.07, 6.02, -1.58)
H (-1.08, -0.25, -5.15)
H (-2.84, -3.55, -3.76)
H (-2.73, 1.30, 2.05)
H (-1.11, -0.56, 2.51)
H (-2.39, -3.89, 1.60)
H (-4.76, 3.71, -2.10)
H (2.61, 3.90, 4.09)
H (2.13, -1.28, -3.37)
H (1.55, 2.72, 0.12)
H (0.40, 1.85, -3.50)
H (0.96, -6.27, 2.79)
H (-1.17, 1.08, -3.13)
H (2.50, -4.62, 1.80)

Atomic partial charges in e from the Löwdin method, atoms 1 to 4: 1.0402, 1.1411, 0.8961, 1.0410

---

Density functional theory data (ωB97M-V/def2-TZVPD) for a cluster of 3 separate species, C25H47Cl2F3IN4O7 in total in a non-equilibrium geometry.

Summary:
molar mass = 770.48 g mol⁻¹
HOMO level = -11.775 eV
total charge = +1
E_LUMO = -0.177 Eh

CARTESIAN COORDINATES (ANGSTROEM)
I (5.11, 1.15, -0.59)
Cl (0.99, -1.86, 1.35)
Cl (-1.48, -0.59, -0.87)
F (-0.89, 6.58, 2.02)
F (-3.12, 7.10, 2.35)
F (-2.30, 6.97, 0.25)
O (4.99, -4.46, 2.26)
O (-1.49, -3.86, -5.98)
O (-2.10, -1.84, -5.15)
O (5.57, -5.09, 4.36)
O (-3.03, 4.45, 2.74)
O (-2.26, -3.77, -3.95)
O (6.94, -5.36, 2.58)
N (-6.24, 1.18, 1.84)
N (-0.92, 0.49, 3.07)
N (-1.92, 1.72, 1.26)
N (0.57, 1.28, 1.34)
C (-0.78, 1.15, 1.89)
C (0.63, 1.25, -0.14)
C (-4.28, 2.39, 0.01)
C (0.25, -2.56, -7.06)
C (3.23, 1.39, 0.56)
C (-1.33, 4.11, 0.88)
C (-6.11, 0.52, 0.49)
C (-1.09, -3.24, -7.21)
C (3.74, -3.98, 2.74)
C (-1.61, 2.70, 0.19)
C (3.54, 2.60, 1.59)
C (-1.97, -3.04, -5.04)
C (-2.20, 6.41, 1.55)
C (3.91, -2.63, 3.43)
C (1.11, -1.41, -0.43)
C (5.81, -4.99, 3.19)
C (-2.70, -2.99, -2.84)
C (0.31, -0.12, -0.86)
C (7.94, -5.86, 3.48)
C (-2.91, 2.72, -0.79)
C (-4.65, 0.83, -0.10)
C (-0.37, 2.35, -0.74)
C (-2.62, 4.86, 1.42)
C (2.63, -1.48, -0.99)
C (2.12, 1.78, -0.54)
H (4.52, -2.72, 4.32)
H (-5.11, 2.93, -0.56)
H (1.00, -3.25, -6.68)
H (2.16, 2.91, -0.63)
H (4.67, 2.66, 1.69)
H (7.54, -6.66, 4.11)
H (3.04, 0.40, 1.08)
H (-1.86, -2.55, -7.56)
H (2.83, -0.73, -1.80)
H (4.41, -1.92, 2.76)
H (3.38, -1.44, -0.13)
H (0.20, -1.73, -6.35)
H (0.86, 2.25, 1.60)
H (0.56, 0.04, -1.97)
H (-0.65, 3.90, 1.78)
H (2.94, -2.22, 3.71)
H (-3.51, 4.85, 0.73)
H (3.27, -4.71, 3.40)
H (-3.93, 0.18, 0.50)
H (-6.19, -0.61, 0.65)
H (-1.00, -0.52, 3.17)
H (-4.54, 0.46, -1.18)
H (-0.76, 4.84, 0.23)
H (0.60, -2.28, -0.97)
H (-4.28, 2.77, 1.07)
H (2.79, -2.51, -1.46)
H (-2.47, 2.12, 2.04)
H (-2.85, 1.95, -1.61)
H (-2.99, 3.73, -1.29)
H (-5.87, 0.53, 2.55)
H (-0.89, 1.09, 3.91)
H (3.09, -3.86, 1.87)
H (3.17, 2.28, 2.62)
H (-0.73, 1.92, -1.75)
H (8.75, -6.26, 2.88)
H (-4.01, 4.49, 2.73)
H (2.37, 1.38, -1.58)
H (-3.04, -3.67, -2.07)
H (8.32, -5.04, 4.09)
H (-3.53, -2.34, -3.12)
H (0.13, 3.33, -1.01)
H (-6.94, 0.90, -0.18)
H (3.08, 3.58, 1.27)
H (0.59, -2.16, -8.02)
H (-7.24, 1.28, 2.03)
H (-1.01, -4.04, -7.95)
H (-1.86, -2.40, -2.45)

Atomic partial charges in e from the Löwdin method, atoms 1 to 4: 0.8387, 0.6232, 0.7144, 0.1020

---

Density functional theory data (ωB97M-V/def2-TZVPD) for the molecule C15H23ClN4O4S.

Summary:
SMILES = CO[C@@]1(C(=O)NC[C@H](CO)NC(=O)Cc2cc(Cl)n(C)n2)CCSC1
molar mass = 390.89 g mol⁻¹
HOMO level = -8.397 eV
E_LUMO = 0.018 Eh
energy above the lowest of the compared OMol25 structures with the same formula, charge and spin = 0.3334 eV

CARTESIAN COORDINATES (ANGSTROEM)
Cl (0.04, -2.79, 5.11)
S (4.76, -1.77, 2.72)
O (-1.44, 1.46, -3.03)
O (1.93, -2.36, 1.38)
O (-0.53, -3.08, -1.25)
O (2.06, 1.16, 0.68)
N (0.64, -0.48, 0.05)
N (-0.45, -4.50, 1.71)
N (0.13, -4.29, 2.90)
N (-1.97, -1.38, -0.82)
C (-1.21, -0.38, -1.56)
C (-2.19, 0.53, -2.27)
C (3.98, -0.97, 1.29)
C (-1.50, -2.66, -0.65)
C (-0.46, -3.27, 3.55)
C (-1.48, -2.79, 2.76)
C (2.48, -1.06, 1.54)
C (-1.42, -3.60, 1.61)
C (1.72, -0.01, 0.70)
C (2.40, -3.13, 0.27)
C (1.31, -5.03, 3.26)
C (-2.24, -3.51, 0.36)
C (-0.26, 0.40, -0.66)
C (2.31, -0.71, 3.02)
C (3.30, -1.57, 3.79)
H (-2.82, 1.05, -1.53)
H (0.32, 1.10, -1.27)
H (-3.23, -3.10, 0.59)
H (3.41, -3.51, 0.46)
H (1.70, -3.96, 0.16)
H (1.28, -0.89, 3.33)
H (-2.68, -1.06, -0.18)
H (-2.16, -1.99, 3.00)
H (-2.36, -4.50, -0.06)
H (3.60, -1.10, 4.73)
H (-0.84, 1.01, 0.05)
H (2.88, -2.55, 4.01)
H (-2.84, -0.08, -2.91)
H (2.53, 0.35, 3.14)
H (2.21, -4.48, 2.96)
H (1.33, -5.20, 4.34)
H (4.29, -1.47, 0.37)
H (1.28, -5.98, 2.74)
H (2.39, -2.55, -0.66)
H (-2.04, 2.04, -3.50)
H (0.43, -1.46, 0.14)
H (4.25, 0.08, 1.23)
H (-0.63, -0.93, -2.30)

Atomic partial charges in e from the Löwdin method, atoms 1 to 4: 0.7479, 0.8721, -0.0450, -0.1678

---

Density functional theory data (ωB97M-V/def2-TZVPD) for a structure of composition C4H6FN2 in a non-equilibrium geometry.

Summary:
molar mass = 101.10 g mol⁻¹
HOMO level = -11.888 eV
total charge = +1
E_LUMO = -0.176 Eh
energy above the lowest of the compared OMol25 structures with the same formula, charge and spin = 4.7518 eV

CARTESIAN COORDINATES (ANGSTROEM)
F (-7.59, 1.58, -1.10)
N (-5.99, 0.99, 0.56)
N (-5.06, -1.17, 0.48)
C (-4.76, -2.29, 0.61)
C (3.23, 0.14, -0.19)
C (2.15, 0.88, -0.36)
C (-6.84, 1.25, -0.16)
H (-5.55, -0.18, 0.79)
H (1.34, 0.53, -0.95)
H (-4.33, -3.23, 0.67)
H (3.35, -0.89, -0.65)
H (4.10, 0.68, 0.30)
H (1.90, 1.93, -0.07)

Atomic partial charges in e from the Löwdin method, atoms 1 to 4: 0.3092, 0.2464, 0.2374, 0.2608

---

Density functional theory data (ωB97M-V/def2-TZVPD) for a cluster of 12 separate species, C62H138O25 in total in a non-equilibrium geometry.

Summary:
SMILES = CCOC(C)=O.CCOC(C)=O.CCOC(C)=O.CCOC(C)=O.CCOC(C)=O.COCCOCCOC.COCCOCCOC.COCCOCCOC.COCCOCCOC.COCCOCCOC.CCCCCC.CCCCCC
molar mass = 1283.76 g mol⁻¹
HOMO level = -8.782 eV
E_LUMO = 0.021 Eh

CARTESIAN COORDINATES (ANGSTROEM)
O (-0.96, 1.38, 3.31)
O (-1.09, 4.86, -2.03)
O (0.69, -6.62, -0.91)
O (4.24, 4.00, 2.02)
O (3.02, -3.89, 4.45)
O (1.27, -5.20, 5.28)
O (-2.36, 0.51, -4.20)
O (-1.86, 0.65, -6.43)
O (2.49, 3.47, -6.09)
O (-0.28, 3.49, 3.88)
O (3.08, -5.88, 0.72)
O (5.40, -7.55, 2.37)
O (-3.32, 2.44, -0.69)
O (-3.77, -5.46, 5.07)
O (-5.55, -0.61, 4.05)
O (1.20, -4.02, -5.20)
O (-8.73, 0.92, 4.51)
O (-2.37, -2.69, 5.15)
O (3.52, 5.55, 0.53)
O (-11.89, 0.80, 4.48)
O (-0.09, 4.37, -6.89)
O (0.05, -2.03, 6.93)
O (0.95, 6.63, -3.07)
O (1.26, -2.72, -7.10)
O (-2.84, 5.60, -6.48)
C (1.11, -7.25, 0.34)
C (-2.07, -1.45, 5.84)
C (5.00, -6.20, 2.36)
C (1.22, 0.99, -1.77)
C (4.46, -5.73, 0.98)
C (-2.13, -3.87, 5.98)
C (-0.48, 0.77, -6.23)
C (1.31, -4.50, 3.00)
C (-2.63, 2.93, -1.81)
C (0.78, -4.96, -7.41)
C (0.62, 5.43, -3.71)
C (1.45, -1.77, 7.26)
C (2.47, 3.50, 0.45)
C (-4.44, -0.35, 3.18)
C (-4.12, 0.69, -5.82)
C (-2.70, 0.61, -5.39)
C (4.11, 6.63, 1.22)
C (3.62, 3.64, -5.26)
C (0.23, 0.68, -7.58)
C (-9.71, 0.99, 5.58)
C (5.72, -8.03, 3.66)
C (-4.05, 5.84, -5.76)
C (3.55, 4.37, 1.11)
C (-0.83, 5.00, -3.44)
C (1.84, -4.56, 4.36)
C (1.52, 4.07, 5.54)
C (4.49, -1.23, 0.24)
C (-2.39, -5.11, 5.13)
C (1.04, 4.55, -7.77)
C (-13.07, 1.39, 4.01)
C (-1.14, -1.59, 1.90)
C (2.70, -2.67, -3.96)
C (-4.61, -4.54, 4.40)
C (2.29, 6.87, -2.83)
C (-3.25, 1.04, -0.61)
C (3.93, 0.00, 0.95)
C (-0.93, 2.62, 3.13)
C (1.40, 1.24, -3.26)
C (-6.61, 0.27, 3.84)
C (6.65, -1.93, -2.99)
C (-7.76, -0.03, 4.79)
C (2.57, -7.21, 0.61)
C (-0.69, -1.57, 0.44)
C (5.22, -0.93, -1.09)
C (4.92, -2.90, 5.47)
C (-2.44, 4.49, -1.73)
C (0.59, 3.04, 4.88)
C (0.77, -5.22, -0.99)
C (-1.28, 4.09, -7.64)
C (-1.92, 3.31, 2.17)
C (2.30, 4.61, -6.88)
C (1.05, -3.76, -6.56)
C (-11.09, 1.60, 5.30)
C (-0.53, -1.13, 5.97)
C (5.95, -2.18, -1.67)
C (1.23, -2.93, -4.23)
C (-2.54, 4.26, -6.77)
C (0.13, -0.33, 0.07)
C (4.16, 7.88, 0.33)
C (0.43, -0.30, -1.44)
C (3.86, -4.03, 5.61)
C (3.34, -0.27, 2.33)
H (-0.11, -0.24, -8.07)
H (0.46, -6.89, 1.14)
H (-1.70, -2.50, 2.11)
H (-4.03, 0.63, 3.43)
H (2.98, 2.95, -0.34)
H (7.28, -2.76, -3.30)
H (5.89, -5.60, 2.54)
H (2.16, 3.52, 6.22)
H (3.79, 2.76, -4.64)
H (-10.99, 2.60, 4.88)
H (4.20, -0.66, 2.87)
H (1.97, 2.76, 1.08)
H (1.64, -3.61, 2.46)
H (-0.33, 0.61, 0.39)
H (-0.03, -2.41, 0.25)
H (-1.43, 4.82, -8.44)
H (-5.60, -4.91, 4.67)
H (2.36, 5.50, -6.25)
H (4.85, -8.04, 4.31)
H (-6.32, 1.31, 3.99)
H (6.00, -1.80, -3.85)
H (4.61, 0.84, 1.04)
H (3.10, 4.67, -7.62)
H (-0.29, -1.64, 2.59)
H (-0.48, -0.43, -2.03)
H (0.08, 1.53, -8.24)
H (5.87, -0.09, -0.84)
H (-4.40, -4.49, 3.34)
H (4.39, -4.98, 5.62)
H (-1.43, 5.81, -3.84)
H (0.78, -8.26, 0.10)
H (2.75, 6.09, -2.22)
H (-3.62, -1.05, 3.31)
H (0.89, 4.80, 6.04)
H (-0.27, 1.77, -5.86)
H (5.24, -3.00, -1.84)
H (-8.09, -1.06, 4.66)
H (-9.24, 1.49, 6.42)
H (6.05, -9.07, 3.64)
H (5.13, -6.23, 0.29)
H (2.25, 0.80, -1.47)
H (-4.25, -0.19, -6.46)
H (1.68, -5.39, 2.48)
H (-2.28, 0.61, -0.82)
H (-1.39, 3.11, -8.09)
H (-2.62, -1.25, 6.76)
H (1.30, 4.65, -3.37)
H (1.31, 0.65, -7.56)
H (-4.74, 0.75, -4.93)
H (1.02, -1.19, -1.65)
H (-2.02, -5.99, 5.66)
H (0.82, 5.62, -4.77)
H (-11.58, 1.70, 6.27)
H (1.71, -5.32, -7.84)
H (4.57, 3.96, -5.68)
H (-13.63, 1.99, 4.73)
H (-3.94, 6.90, -5.52)
H (-2.02, 4.38, 2.35)
H (-12.84, 2.01, 3.15)
H (0.70, -3.34, -3.37)
H (-4.02, 0.64, -1.27)
H (2.04, -1.95, 6.36)
H (0.30, -4.85, -1.90)
H (0.82, 1.90, -1.32)
H (4.64, 7.72, -0.63)
H (1.17, 2.25, 4.41)
H (2.10, 2.07, -3.40)
H (4.49, -1.96, 5.84)
H (-13.65, 0.52, 3.69)
H (1.16, 3.71, -8.46)
H (-1.53, -1.73, -0.23)
H (3.61, -1.85, 0.04)
H (-2.79, -3.84, 6.85)
H (-0.43, -0.09, 6.28)
H (-0.08, -1.27, 4.99)
H (-1.07, -3.93, 6.24)
H (-1.63, 2.51, -1.96)
H (2.60, -1.07, 2.26)
H (1.00, -0.27, 0.71)
H (0.16, -4.63, -8.25)
H (4.62, -4.67, 0.78)
H (2.89, 6.91, -3.74)
H (-1.82, -0.79, 2.19)
H (0.72, -2.05, -4.63)
H (-4.93, 5.67, -6.38)
H (2.08, 4.56, 4.74)
H (1.69, 0.38, -3.87)
H (0.21, -4.82, -0.15)
H (5.80, -3.15, 6.06)
H (-4.30, 1.61, -6.37)
H (3.08, 0.30, 0.33)
H (0.03, 2.55, 5.68)
H (4.59, 8.74, 0.86)
H (2.93, 0.50, 2.99)
H (-3.17, 4.94, -2.39)
H (2.83, -1.85, -3.25)
H (-0.15, 0.01, -5.52)
H (-3.37, 3.86, -7.35)
H (-7.02, 0.27, 2.83)
H (0.48, 1.57, -3.74)
H (3.17, -3.56, -3.56)
H (-7.49, 0.25, 5.81)
H (3.43, 4.34, -4.45)
H (-3.52, 0.71, 0.39)
H (3.35, -4.05, 6.57)
H (5.11, 6.29, 1.48)
H (3.14, 8.19, 0.11)
H (7.28, -1.04, -2.96)
H (0.28, -5.69, -6.79)
H (-9.89, -0.01, 5.98)
H (3.63, 6.91, 2.16)
H (-2.37, 3.70, -5.85)
H (-3.21, 2.72, -2.71)
H (-2.44, -0.69, 5.16)
H (5.11, -1.75, 0.97)
H (2.73, -7.83, 1.49)
H (3.34, -2.39, -4.81)
H (4.29, -5.92, 3.13)
H (0.22, -4.49, 2.99)
H (-2.91, 2.88, 2.29)
H (5.31, -2.78, 4.46)
H (0.98, 5.41, -8.43)
H (-2.59, 4.86, -0.71)
H (-4.11, 5.32, -4.81)
H (-1.00, 4.06, -3.97)
H (1.79, -4.85, -0.89)
H (1.79, 4.14, -0.10)
H (6.70, -2.64, -1.03)
H (6.51, -7.43, 4.10)
H (1.83, -2.36, 8.09)
H (-4.69, -0.30, 2.12)
H (-1.55, 3.17, 1.15)
H (3.06, -7.72, -0.22)
H (-2.01, -5.08, 4.11)
H (2.30, 7.86, -2.37)
H (1.65, -0.74, 7.57)
H (4.55, -0.53, -1.85)
H (-4.58, -3.50, 4.72)

Atomic partial charges in e from the Löwdin method, atoms 1 to 4: 0.0413, -0.1428, -0.1811, 0.0994

---

Density functional theory data (ωB97M-V/def2-TZVPD) for a cluster of 2 separate species, C2H4N2S in total in a non-equilibrium geometry.

Summary:
molar mass = 88.14 g mol⁻¹
HOMO level (alpha / beta) = -8.636 / -8.501 eV
E_LUMO (alpha / beta) = -0.023 / -0.017 Eh
energy above the lowest of the compared OMol25 structures with the same formula, charge and spin = 7.1602 eV

CARTESIAN COORDINATES (ANGSTROEM)
S (2.08, 0.50, -0.24)
N (0.83, -0.67, 0.60)
N (-0.20, -1.18, -0.10)
C (-0.84, 0.18, -0.49)
C (0.43, 0.67, 0.37)
H (0.30, 1.43, 2.22)
H (-1.74, 0.51, -0.05)
H (-0.06, -1.99, -0.73)
H (-0.79, 0.55, -1.58)

Atomic partial charges in e from the Löwdin method, atoms 1 to 4: 0.7086, -0.3423, -0.0818, -0.1059